{"formula": "C25H45BN11S3Ti", "method": "the ωB97M-V functional and the def2-TZVPD basis", "total_charge": 1, "homo_energy_ev": [-8.3, -9.8], "relative_energy_kcal_mol": 10.2, "multiplicity": 3, "homo_lumo_gap_ev": [6.155, 7.653], "s_squared": 2.005, "total_energy_ev": -99346.48008, "lumo_energy_ev": [-2.173, -2.176], "elements": ["Ti", "C", "C", "C", "C", "N", "C", "C", "N", "B", "N", "C", "C", "N", "C", "S", "C", "C", "C", "C", "N", "C", "C", "N", "C", "S", "C", "C", "C", "C", "C", "S", "H", "H", "H", "H", "H", "H", "H", "H", "H", "H", "H", "H", "H", "H", "H", "H", "H", "H", "H", "H", "H", "H", "H", "H", "H", "H", "H", "H", "H", "H", "H", "H", "H", "H", "C", "N", "C", "C", "N", "N", "C", "N", "N", "H", "H", "H", "H", "H", "H", "H", "H", "H", "H", "H"], "positions_angstrom": [[-0.75479, 0.73838, 0.22157], [-3.26805, 4.23284, 1.62722], [-2.96461, 4.38817, 0.13511], [-3.80859, 3.37273, -0.62514], [-3.32517, 5.78953, -0.35886], [-1.48255, 4.22115, -0.02910], [-0.63116, 5.05906, 0.66732], [0.62897, 4.70546, 0.35888], [0.56794, 3.64840, -0.51834], [1.93400, 3.03239, -0.97181], [2.70457, 2.42685, 0.23525], [4.07761, 2.32919, 0.13729], [4.52867, 1.65150, 1.20377], [3.42492, 1.30489, 1.97053], [2.31886, 1.80803, 1.36640], [0.70662, 1.78279, 1.97738], [3.52772, 0.55941, 3.26270], [4.86374, -0.18592, 3.28314], [3.47109, 1.57885, 4.39713], [2.42334, -0.49092, 3.41143], [1.87024, 2.03754, -2.14085], [2.02625, 2.50846, -3.42952], [1.83894, 1.48367, -4.27578], [1.56420, 0.35972, -3.51076], [1.58606, 0.71749, -2.20008], [1.31570, -0.31267, -0.84333], [1.25916, -0.99052, -4.07552], [1.34522, -0.92310, -5.59625], [2.28224, -2.01302, -3.58315], [-0.16887, -1.37859, -3.68437], [-0.72505, 3.36489, -0.77416], [-1.22947, 2.13447, -1.87686], [-4.34094, 4.33928, 1.78967], [-2.76443, 4.97906, 2.24018], [-2.96171, 3.24546, 1.97977], [-4.84934, 3.59967, -0.38706], [-3.59815, 2.34854, -0.31868], [-3.67319, 3.43799, -1.70057], [-4.39644, 5.95110, -0.23544], [-3.08124, 5.89658, -1.41600], [-2.80447, 6.56977, 0.19553], [-0.98525, 5.83150, 1.32318], [1.56932, 5.09903, 0.70085], [2.60049, 3.95637, -1.35874], [4.61281, 2.75501, -0.69262], [5.53057, 1.38191, 1.47109], [5.71832, 0.48704, 3.35831], [4.97671, -0.81915, 2.40266], [4.88801, -0.82193, 4.16660], [4.27709, 2.30696, 4.29749], [3.57876, 1.07793, 5.36028], [2.51656, 2.10705, 4.38575], [2.35551, -1.11735, 2.52068], [1.45872, -0.03423, 3.60140], [2.68553, -1.12372, 4.26051], [2.25869, 3.53933, -3.62452], [1.88904, 1.46078, -5.34600], [2.35165, -0.67833, -5.93723], [0.63627, -0.21074, -6.02109], [1.09204, -1.90662, -5.99020], [3.29288, -1.70513, -3.85574], [2.07467, -2.96841, -4.06703], [2.23386, -2.15037, -2.50693], [-0.87496, -0.63318, -4.05785], [-0.26215, -1.45487, -2.60348], [-0.41959, -2.34257, -4.12966], [-1.41300, -1.44477, 4.55506], [-2.49825, -1.63559, 3.60444], [-3.68340, -2.38067, 4.00235], [-2.35365, -1.11642, 2.35836], [-1.27544, -0.57089, 1.91004], [-3.48169, -1.18849, 1.55381], [-3.52806, -0.97397, 0.18836], [-4.68873, -1.39983, -0.38866], [-2.54702, -0.45198, -0.45645], [-1.74143, -1.78028, 5.53335], [-1.14283, -0.38894, 4.62660], [-0.52444, -2.01774, 4.27529], [-3.49802, -2.84395, 4.96604], [-3.90361, -3.18633, 3.29878], [-4.56230, -1.73816, 4.11829], [-0.51416, -0.60389, 2.57583], [-4.31608, -1.55314, 1.97618], [-5.47116, -1.68383, 0.17349], [-4.90949, -1.07570, -1.31389], [-2.74610, -0.41470, -1.45133]], "forces_ev_per_a": [[-0.2, -0.6, 0.1], [0.0, 0.0, 0.1], [0.1, 0.0, 0.0], [0.0, 0.0, 0.0], [0.0, 0.0, 0.0], [-0.1, 0.0, -0.1], [0.2, 0.0, 0.0], [-0.2, 0.0, 0.0], [0.2, 0.2, -0.2], [-0.1, 0.0, 0.1], [0.1, -0.1, 0.1], [0.0, 0.0, 0.0], [0.0, -0.1, 0.0], [-0.1, 0.0, -0.1], [0.0, 0.1, 0.0], [0.0, 0.2, 0.2], [0.0, 0.0, 0.0], [0.1, 0.1, 0.1], [-0.1, 0.0, 0.0], [0.1, 0.0, 0.0], [0.0, -0.1, -0.2], [0.0, 0.0, 0.1], [0.0, 0.0, -0.1], [0.1, 0.1, 0.2], [0.0, 0.0, -0.1], [0.0, 0.1, 0.0], [-0.1, 0.0, 0.0], [0.0, 0.0, -0.1], [0.0, 0.0, 0.0], [0.0, 0.0, 0.0], [0.0, 0.0, 0.0], [-0.1, 0.1, 0.0], [0.0, 0.0, 0.0], [0.0, 0.0, 0.0], [0.0, 0.0, 0.0], [0.0, 0.0, 0.0], [0.0, 0.0, 0.0], [0.0, 0.0, 0.0], [0.0, 0.0, 0.0], [0.0, 0.0, 0.0], [0.0, 0.0, 0.0], [0.0, 0.0, 0.0], [0.0, 0.0, 0.0], [0.0, 0.0, 0.0], [0.0, 0.0, 0.0], [0.0, 0.0, 0.0], [0.0, 0.0, 0.0], [0.0, 0.0, 0.0], [0.0, 0.0, 0.0], [0.0, 0.0, 0.0], [0.0, 0.0, 0.0], [0.0, 0.0, 0.0], [0.0, 0.0, 0.0], [0.0, 0.0, 0.0], [0.0, 0.0, 0.0], [0.0, 0.0, 0.0], [0.0, 0.0, 0.0], [0.0, 0.0, 0.0], [0.0, 0.0, 0.0], [0.0, 0.0, 0.0], [0.0, 0.0, 0.0], [0.0, 0.0, 0.0], [0.0, 0.0, 0.0], [0.0, 0.0, 0.0], [0.0, 0.0, 0.0], [0.0, 0.0, 0.0], [0.0, 0.0, 0.0], [-0.1, 0.0, 0.0], [0.0, 0.0, 0.0], [0.2, 0.0, 0.0], [-0.1, 0.1, 0.2], [-0.1, 0.0, -0.1], [0.1, 0.0, -0.1], [0.0, 0.0, 0.0], [-0.1, 0.1, -0.1], [0.0, 0.0, 0.0], [0.0, 0.0, 0.0], [0.0, 0.0, 0.0], [0.0, 0.0, 0.0], [0.0, 0.0, 0.0], [0.0, 0.0, 0.0], [0.0, 0.0, 0.0], [0.0, 0.0, 0.0], [0.0, 0.0, 0.0], [0.0, 0.0, 0.0], [0.0, 0.1, 0.0]], "lowdin_spin": [1.772, 0.002, 0.000, 0.001, 0.000, 0.006, 0.000, 0.001, 0.005, 0.002, 0.000, 0.000, 0.001, 0.000, 0.012, 0.022, 0.000, 0.000, 0.000, 0.000, 0.003, 0.001, 0.003, 0.001, 0.012, 0.043, 0.000, 0.000, 0.000, 0.000, 0.010, 0.030, 0.000, 0.000, 0.002, 0.000, 0.001, 0.000, 0.000, 0.000, 0.000, 0.000, 0.000, 0.000, 0.000, 0.000, 0.000, 0.000, 0.000, 0.000, 0.000, 0.000, 0.000, 0.000, 0.000, 0.000, 0.000, 0.000, 0.000, 0.000, 0.000, 0.000, 0.000, 0.000, 0.000, 0.000, 0.001, 0.010, 0.001, 0.015, 0.008, 0.003, 0.009, 0.005, 0.008, 0.000, 0.000, 0.000, 0.000, 0.000, 0.000, 0.003, 0.000, 0.000, 0.000, 0.003]}